1.
C3H9N2O | the ωB97M-V functional and the def2-TZVPD basis

XYZ file:
```
15
Properties=species:S:1:pos:R:3:forces:R:3
O -0.197 -2.117 0.545 -0.140 -0.133 0.196
N -0.369 1.766 -1.371 -0.344 0.131 -0.142
N 1.033 -0.044 0.598 -0.090 -0.364 0.004
C -1.020 0.938 -0.358 -0.535 0.000 0.151
C 0.748 -1.410 -0.031 0.009 0.159 -0.088
C -0.209 0.659 0.894 0.044 0.240 0.121
H 0.540 -1.170 -1.114 0.144 0.058 0.039
H -0.124 2.671 -0.977 0.186 -0.209 -0.005
H 0.083 1.596 1.390 -0.204 0.192 -0.098
H -0.862 0.125 1.592 0.005 -0.277 0.004
H -1.289 -0.007 -0.822 0.166 -0.209 -0.001
H 0.484 1.286 -1.630 0.156 0.178 0.090
H 1.416 -0.284 1.510 0.147 0.040 -0.081
H 1.771 -1.865 -0.021 0.066 -0.062 -0.089
H -2.001 1.357 -0.068 0.391 0.254 -0.101
```
Positions in Å, forces in eV/Å.

As for the charge: -1. For the lowest unoccupied orbital energy, the calculation gives 0.161 Eh. For the energy above the lowest of the compared OMol25 structures with the same formula, charge and spin, the calculation gives 16.38 kcal per mole.

Atom charges from the Mulliken analysis, given in e for atoms 1 to 5:
1. O -0.854
2. N -0.625
3. N -0.579
4. C -0.874
5. C -0.533

=====

2.
C4H6O2 | the ωB97M-V functional and the def2-TZVPD basis

XYZ file:
```
12
Properties=species:S:1:pos:R:3:forces:R:3
O 1.220 -0.524 1.291 -0.092 0.140 -0.053
O -1.444 -0.248 0.072 0.005 0.093 0.066
C -0.605 0.850 0.279 0.175 0.155 0.060
C 0.809 0.467 0.611 0.076 -0.099 0.003
C 2.103 0.711 0.280 -0.097 0.063 0.107
C -0.926 -1.203 -0.841 -0.006 -0.231 -0.099
H -0.180 -1.836 -0.350 -0.077 0.051 -0.123
H -1.009 1.402 1.137 0.102 -0.027 -0.145
H -0.469 -0.727 -1.718 -0.075 0.036 0.061
H -0.573 1.531 -0.589 -0.020 -0.192 0.121
H 2.756 1.289 0.932 -0.106 -0.036 -0.041
H -1.770 -1.812 -1.167 0.114 0.049 0.041
```
Positions in Å, forces in eV/Å.

For the lowest unoccupied orbital energy, the calculation gives 0.016 Eh. For the energy above the lowest of the compared OMol25 structures with the same formula, charge and spin, the calculation gives 116.88 kcal per mole.

Atom charges from the Mulliken analysis, given in e for atoms 1 to 5:
1. O -0.485
2. O -0.353
3. C -0.316
4. C 0.645
5. C -0.464

=====

3.
C4H8O | the ωB97M-V functional and the def2-TZVPD basis

XYZ file:
```
13
Properties=species:S:1:pos:R:3:forces:R:3
O -2.423 0.957 0.401 -0.103 -0.080 -0.110
C 0.496 -0.930 0.591 -0.018 -0.131 0.108
C 0.596 0.568 0.779 0.139 0.097 -0.013
C 0.763 -0.643 -0.921 0.025 -0.090 -0.164
C 0.821 0.816 -0.516 0.077 0.078 0.059
H 1.702 -1.057 -1.306 -0.133 0.046 0.058
H -2.723 0.119 0.034 -0.039 0.077 0.036
H -0.480 -1.372 0.819 0.146 0.059 -0.026
H 1.020 1.723 -1.082 -0.065 -0.121 0.095
H -1.529 1.067 0.051 -0.005 0.005 0.079
H -0.047 -0.930 -1.601 0.100 0.065 0.101
H 1.276 -1.514 1.088 -0.114 0.061 -0.064
H 0.529 1.194 1.664 -0.010 -0.067 -0.159
```
Positions in Å, forces in eV/Å.

For the lowest unoccupied orbital energy, the calculation gives 0.037 Eh. For the energy above the lowest of the compared OMol25 structures with the same formula, charge and spin, the calculation gives 38.31 kcal per mole.

Atom charges from the Mulliken analysis, given in e for atoms 1 to 5:
1. O -0.665
2. C -0.397
3. C -0.520
4. C -0.401
5. C -0.362

=====

4.
C35H31BrF5N5O11Si | the ωB97M-V functional and the def2-TZVPD basis

XYZ file:
```
89
Properties=species:S:1:pos:R:3:forces:R:3
Br 0.001 3.501 -3.253 1.241 -1.500 -0.272
Si 3.190 0.009 -2.272 -1.147 -1.610 -0.762
F 5.251 1.966 -2.179 -1.643 -2.763 2.755
F 3.722 0.246 1.017 1.771 3.897 -3.175
F 3.576 2.589 0.302 2.247 -4.535 -0.406
F 5.686 1.587 0.812 -4.504 -0.665 -1.669
F 5.750 -0.178 -1.252 -2.793 2.904 -0.141
O -1.420 -3.705 5.977 0.599 -1.110 2.235
O -4.820 4.972 -3.882 -1.582 -0.442 -0.775
O -6.412 5.208 -5.373 0.774 -0.791 1.473
O -0.054 -1.799 -0.920 0.091 0.465 1.589
O -2.260 2.542 -1.406 -1.106 0.526 1.552
O 5.731 -3.706 -2.961 1.374 0.949 0.223
O 0.624 -0.578 0.772 -0.640 -1.318 -0.853
O 7.354 -2.867 -1.747 -0.944 -0.292 -1.653
O 0.375 -4.935 6.252 -1.465 1.160 0.458
O 1.375 1.411 -4.752 -1.804 2.612 8.645
O -3.152 2.264 0.579 0.373 0.907 -1.356
N 0.086 -1.587 0.294 -0.002 0.672 -0.472
N -2.871 2.956 -0.411 0.429 -1.282 -0.039
N -0.506 -4.173 6.673 0.246 -0.523 -0.646
N 6.761 -3.031 -2.824 -0.361 -0.503 1.242
N -5.909 4.656 -4.384 0.645 1.016 -0.665
C 9.044 -1.049 -5.058 -0.354 -0.227 -0.019
C -7.880 3.152 -4.308 0.036 0.007 0.042
C 8.504 -1.642 -3.914 -0.062 -0.045 -0.030
C 2.907 -1.790 -1.616 0.605 -0.873 0.745
C 7.218 -1.926 -6.387 0.195 0.037 0.371
C -8.092 1.499 -2.554 0.072 0.110 -0.066
C -0.469 -3.802 8.092 0.042 0.305 0.951
C 0.575 -3.951 10.265 -0.304 0.130 -0.263
C -8.596 2.119 -3.698 0.371 0.135 0.159
C 4.337 1.324 0.186 2.269 1.085 2.611
C -4.037 7.045 -0.363 0.079 -0.151 -0.083
C -1.469 -2.972 8.619 0.044 -0.047 -0.005
C -0.424 -3.134 10.795 0.003 -0.035 -0.138
C -1.442 -2.642 9.976 0.278 -0.237 -0.177
C 1.570 1.045 -2.125 -1.527 1.119 -0.008
C -0.756 -3.373 3.492 0.426 0.337 -0.903
C -0.415 -2.602 1.228 -0.281 -0.621 0.543
C -3.388 6.521 -1.483 -0.065 -0.185 0.372
C -3.948 4.884 0.720 -0.014 0.046 -0.019
C 1.108 1.809 -3.500 1.804 -2.555 -5.762
C -0.996 -3.777 0.730 0.035 0.030 -0.004
C 0.558 -4.290 8.911 -0.033 0.007 -0.008
C -6.655 3.556 -3.761 -0.496 -0.749 0.471
C -3.009 5.178 -1.507 0.055 -0.024 0.118
C 6.670 -2.525 -5.251 0.050 0.016 0.044
C -4.319 6.230 0.734 0.177 -0.236 -0.287
C -3.287 4.364 -0.401 -0.222 0.988 -0.026
C -6.867 1.899 -2.016 -0.137 0.185 -0.312
C -0.297 -2.394 2.609 -0.040 -0.130 -0.209
C 7.320 -2.384 -4.017 0.407 0.445 -0.819
C -1.326 -4.548 2.999 0.065 0.171 -0.074
C -1.449 -4.750 1.623 0.164 0.370 0.117
C 8.403 -1.194 -6.289 -0.061 -0.063 0.110
C -6.141 2.928 -2.618 -0.078 0.027 -0.064
C 4.661 0.863 -1.367 2.489 0.054 0.242
H -3.174 7.162 -2.336 -0.048 -0.221 0.144
H 2.419 -2.442 -2.462 0.768 1.384 1.687
H 2.241 -1.779 -0.649 1.567 -0.167 -2.074
H -5.189 3.228 -2.187 -0.217 0.081 -0.282
H -1.100 -3.949 -0.339 0.129 0.231 0.238
H 1.668 1.817 -1.247 -0.454 -1.294 -1.781
H 6.723 -2.032 -7.350 0.061 -0.002 0.240
H -4.324 8.095 -0.346 0.053 -0.222 -0.011
H 1.342 -4.931 8.514 -0.300 0.177 -0.090
H -6.480 1.410 -1.125 -0.017 0.138 -0.202
H 9.015 -1.519 -2.962 -0.302 -0.155 -0.145
H -1.896 -5.667 1.247 0.105 0.221 0.015
H -4.827 6.645 1.602 0.110 -0.147 -0.165
H 9.966 -0.477 -4.990 -0.211 -0.131 0.045
H 8.831 -0.736 -7.179 -0.098 -0.086 0.189
H -8.289 3.627 -5.197 0.288 0.013 0.232
H -2.501 4.786 -2.386 -0.179 -0.086 0.317
H 0.148 -1.486 3.009 -0.068 -0.172 -0.306
H -2.269 -2.581 7.994 0.283 -0.210 -0.004
H -0.666 -3.223 4.566 0.159 0.130 -1.270
H 3.954 -2.298 -1.366 -2.216 1.091 -0.487
H -1.675 -5.312 3.691 0.090 0.182 -0.093
H -2.217 -2.004 10.395 0.154 -0.137 -0.152
H -4.175 4.262 1.584 0.168 -0.010 -0.319
H 0.679 0.317 -1.829 1.812 1.490 -0.676
H -0.411 -2.878 11.853 0.002 -0.047 -0.230
H 3.609 -0.132 -3.690 0.122 0.320 0.285
H -9.550 1.800 -4.113 0.217 0.109 0.044
H -8.657 0.700 -2.077 0.127 0.161 -0.106
H 5.748 -3.095 -5.344 0.252 0.105 0.245
H 1.367 -4.328 10.910 -0.151 0.058 -0.195
```
Positions in Å, forces in eV/Å.

For the lowest unoccupied orbital energy, the calculation gives -0.044 Eh.

Atom charges from the Mulliken analysis, given in e for atoms 1 to 5:
1. Br -0.175
2. Si -0.044
3. F -0.295
4. F -0.214
5. F -0.217

=====

5.
C4H8ClN2 | the ωB97M-V functional and the def2-TZVPD basis

XYZ file:
```
15
Properties=species:S:1:pos:R:3:forces:R:3
Cl -2.762 1.176 -0.501 0.486 -0.355 0.379
N 0.563 -0.269 0.810 -0.996 2.976 0.287
N 0.092 -1.276 -1.288 -0.555 0.343 -1.020
C 1.326 -2.331 0.576 -0.299 -0.493 -0.571
C -0.863 2.917 0.365 0.643 -0.004 0.384
C -1.287 1.607 -0.026 -1.000 0.607 -0.782
C 0.581 -1.149 -0.057 1.430 -2.342 1.546
H -0.611 2.842 1.431 0.036 -0.007 0.213
H 0.105 3.138 -0.097 0.105 -0.079 -0.054
H 2.225 -2.518 -0.006 0.044 -0.217 -0.028
H -0.314 -0.476 -1.738 0.035 -0.156 -0.245
H -1.577 3.728 0.200 -0.150 -0.289 -0.027
H 0.277 -2.099 -1.841 0.072 0.196 0.113
H 0.640 -3.177 0.564 0.217 -0.249 -0.021
H 1.604 -2.114 1.607 -0.068 0.069 -0.172
```
Positions in Å, forces in eV/Å.

As for the charge: +1. For the lowest unoccupied orbital energy (spin up / spin down), the calculation gives -0.260 / -0.270 Eh. For the energy above the lowest of the compared OMol25 structures with the same formula, charge and spin, the calculation gives 40.41 kcal per mole. As for the spin multiplicity: 3. As for the expectation value of S²: 2.01.

Atom charges from the Mulliken analysis, given in e for atoms 1 to 5:
1. Cl 0.125
2. N -0.565
3. N -0.364
4. C -1.037
5. C -0.821